# 1
This record from the OMol25 dataset describes a gas-phase ion, C3H7ClN3 (charge +1) in a non-equilibrium geometry. The level of theory is ωB97M-V with the def2-TZVPD basis set.

The geometry in XYZ format:
```
14
Properties=species:S:1:pos:R:3:mulliken_charge:R:1
C 0.26397 -1.16752 0.06989 -0.033
C -2.51235 -0.43285 -0.07788 0.163
C 0.75909 1.18664 0.09646 -1.043
N -1.50272 0.44098 -0.11164 -0.039
N -0.14306 0.13210 -0.22958 -0.005
N -0.57592 -2.07191 -0.12618 -0.495
Cl -3.98646 0.19986 0.08648 -0.052
H 1.30481 -1.38334 0.26018 0.373
H -2.11445 -1.44767 -0.14543 0.464
H 0.81065 2.23469 -0.37234 0.356
H 0.93187 1.35349 1.14843 0.427
H 1.70275 0.99013 -0.40289 0.371
H -1.64095 1.44050 -0.08155 0.295
H -0.26096 -2.98445 0.07083 0.218
```

Summary:
Energy above the lowest of the compared OMol25 structures with the same formula, charge and spin, kcal per mole: 71.9
Total charge: +1
Structure (SMILES): [H]/N=C/N(C)/[NH+]=C/Cl
Total energy, Ha: -742.6164
Gap between HOMO and LUMO, eV: 9.46
E_LUMO, eV: -4.653

***

# 2
This record from the OMol25 dataset describes 2 unconnected molecules or ions with the total composition CH3NSSi in a non-equilibrium geometry. The level of theory is ωB97M-V with the def2-TZVPD basis set.

The geometry in XYZ format:
```
7
Properties=species:S:1:pos:R:3:mulliken_charge:R:1
C -0.13514 1.49953 1.69450 0.021
N -0.26003 2.53246 2.13864 -0.295
Si 0.09755 -0.76835 -0.87339 0.511
S 0.89079 -0.69103 1.03960 0.002
H -1.33593 -0.90378 -1.03320 -0.094
H 0.46560 -2.15162 -1.25912 -0.088
H 0.27716 0.48279 -1.70702 -0.058
```

Summary:
Energy above the lowest of the compared OMol25 structures with the same formula, charge and spin, kcal per mole: 91.0
Total energy, Ha: -782.1966
Gap between HOMO and LUMO, eV: 7.62
E_LUMO, eV: -3.356

***

# 3
This record from the OMol25 dataset describes a molecular structure, C27H44NO2OsSe2SiTe. The level of theory is ωB97M-V with the def2-TZVPD basis set.

The geometry in XYZ format:
```
79
Properties=species:S:1:pos:R:3:mulliken_charge:R:1
Os -1.58048 -0.86915 -1.30958 1.005
C -2.34743 -4.33627 -1.60637 -1.035
Se -2.90575 -2.66982 -2.43261 0.192
C -2.00086 -2.87281 -4.15999 -0.811
C -1.55059 -1.52565 -4.67217 -0.797
Se -0.35565 -0.58726 -3.43565 0.144
C 1.13344 -1.83472 -3.48807 -0.801
H -2.81185 -5.14579 -2.16357 0.423
H -2.72168 -4.33292 -0.58581 0.363
H -1.26486 -4.43094 -1.62193 0.278
H -2.72272 -3.32284 -4.83888 0.545
H -1.17049 -3.56527 -4.02537 0.379
H -2.38402 -0.83598 -4.80763 0.330
H -1.02139 -1.61906 -5.61948 0.548
H 1.50365 -1.90559 -4.50768 0.502
H 0.83575 -2.81561 -3.12131 0.262
H 1.91365 -1.42767 -2.84810 0.099
C -3.84672 2.47001 -0.41584 -0.948
Si -4.21740 1.14622 -1.68077 0.310
C -4.81234 1.90641 -3.26405 -1.086
C -5.42120 -0.11507 -1.03382 -1.000
O -2.76904 0.38443 -2.11597 -0.362
H -4.64907 3.21113 -0.40246 0.491
H -2.92401 3.00190 -0.66523 0.236
H -3.77048 2.06570 0.59386 0.179
H -5.75973 2.42674 -3.10273 0.353
H -4.98603 1.14437 -4.02679 0.307
H -4.09999 2.63150 -3.66130 0.299
H -6.35611 0.37810 -0.75488 0.437
H -5.04661 -0.62843 -0.14666 0.259
H -5.66642 -0.86128 -1.79314 0.315
C -1.90583 0.88464 2.32717 -1.494
C -1.75204 0.18826 1.02076 0.747
O -2.61849 -0.61922 0.57359 -0.595
N -0.71163 0.28159 0.16989 0.159
Te 0.97926 1.28778 0.09422 0.740
C 1.28113 1.94478 2.05660 1.061
C 1.50696 1.08534 3.13971 0.558
C 1.52343 -0.41548 3.04353 -1.298
C 1.71527 1.67037 4.38309 -1.147
C 1.70769 3.04719 4.56898 0.391
C 1.93791 3.64994 5.92194 -1.557
C 1.47380 3.86655 3.46552 -0.982
C 1.26201 3.34712 2.20138 0.686
C 1.00064 4.29268 1.05342 -1.795
C 2.19867 -0.43008 -0.06379 0.722
C 1.78549 -1.77388 -0.06634 1.712
C 0.37267 -2.32241 0.00981 -1.854
C 2.78356 -2.74062 -0.15197 -1.053
C 4.13837 -2.43557 -0.23270 0.155
C 5.17672 -3.51527 -0.31924 -1.714
C 4.50292 -1.09657 -0.23887 -1.033
C 3.55616 -0.08429 -0.15692 0.840
C 4.02211 1.35095 -0.12692 -1.999
H -2.90427 0.69440 2.71244 0.490
H -1.75267 1.95722 2.21270 0.348
H -1.16386 0.51954 3.03857 0.320
H 0.75814 -0.79064 2.36214 -0.036
H 1.33623 -0.85082 4.02366 0.541
H 2.48847 -0.78706 2.69541 0.401
H 1.88424 1.02449 5.23678 0.401
H 2.11617 2.88734 6.67668 0.389
H 1.07471 4.24241 6.22854 0.364
H 2.79776 4.32062 5.89989 0.374
H 1.46047 4.94186 3.59859 0.479
H 1.04972 5.32293 1.39829 0.463
H 0.00350 4.14431 0.62900 0.316
H 1.73151 4.19807 0.24745 0.335
H -0.23065 -1.93153 0.82221 0.457
H 0.41768 -3.40401 0.12492 0.606
H -0.10714 -2.22402 -1.01069 -0.059
H 2.49090 -3.78448 -0.14798 0.322
H 4.74263 -4.50257 -0.17564 0.384
H 5.95059 -3.36743 0.43395 0.399
H 5.66635 -3.49693 -1.29421 0.359
H 5.55169 -0.82915 -0.29681 0.457
H 5.09095 1.41046 -0.31975 0.508
H 3.84628 1.81844 0.84595 0.371
H 3.54025 1.95840 -0.90093 0.346
```

Summary:
Energy above the lowest of the compared OMol25 structures with the same formula, charge and spin, kcal per mole: 0.0
Total charge: +2
Total energy, Ha: -6711.0340
Multiplicity: 2
Gap between HOMO and LUMO (spin up / spin down), eV: 8.19 / 7.50
E_LUMO (spin up / spin down), eV: -5.696 / -6.375

***

# 4
This record from the OMol25 dataset describes a molecular structure, C31H32BrHfIN4O2S4Se in a non-equilibrium geometry. The level of theory is ωB97M-V with the def2-TZVPD basis set.

The geometry in XYZ format:
```
77
Properties=species:S:1:pos:R:3:mulliken_charge:R:1
Hf 0.17615 -0.08860 0.27972 -0.504
C -3.34202 -0.86484 -1.10181 -1.029
C -3.74119 -0.32617 0.25493 -0.749
S -2.55978 0.92051 0.80977 0.271
C -2.96434 0.96795 2.56483 -0.932
C -2.38298 -0.18504 3.37164 -0.872
S -0.61471 -0.24371 3.08630 0.403
C -0.15257 -1.88533 3.66398 -1.059
C -0.60490 -3.01109 2.75643 -0.782
S 0.19561 -2.91212 1.13747 0.251
C -0.90655 -3.96485 0.18298 -0.830
C -2.18844 -3.27307 -0.25812 -0.786
S -1.76885 -1.74058 -1.10794 0.222
H -3.22421 -0.06263 -1.83198 0.435
H -4.10045 -1.54889 -1.48228 0.550
H -3.79910 -1.11951 1.00069 0.312
H -4.71645 0.15770 0.18991 0.550
H -4.05104 0.98374 2.64307 0.547
H -2.59176 1.92484 2.93275 0.470
H -2.84506 -1.13831 3.11401 0.451
H -2.53557 0.00100 4.43502 0.519
H -0.55627 -2.01695 4.66777 0.603
H 0.93476 -1.85419 3.74562 0.335
H -1.68731 -3.00334 2.62098 0.380
H -0.31984 -3.96926 3.19251 0.534
H -1.12749 -4.84937 0.77976 0.569
H -0.31863 -4.28309 -0.67689 0.214
H -2.84677 -3.06491 0.58558 0.433
H -2.72159 -3.90739 -0.96732 0.489
C 5.23160 7.75028 -1.16870 -0.876
O 5.31202 6.36422 -0.82888 -0.417
C 5.01673 6.00982 0.43572 0.865
C 4.60232 6.89809 1.42230 -0.447
C 4.32540 6.41448 2.69395 -0.382
C 4.40240 5.06242 2.97960 -0.310
C 4.86638 4.17874 1.99606 -0.012
C 5.17591 4.65068 0.74078 -0.837
N 4.02373 4.73518 4.33223 -0.246
N 3.60390 3.61870 4.67281 -0.651
C 3.21052 2.60111 3.74733 -0.121
C 3.73368 1.34419 3.86993 -0.681
C 3.29293 0.28181 3.04911 -0.852
C 2.28856 0.47816 2.15269 0.741
O 1.76780 -0.50518 1.35366 -0.507
C 1.70426 1.75038 2.04101 1.375
N 0.66728 1.88155 1.13665 0.213
C 0.07391 3.06369 1.00509 0.089
C 0.42601 4.16334 1.78173 -1.591
C 1.43781 4.03772 2.70185 -0.632
C 2.13542 2.82135 2.83409 0.196
H 5.50267 7.81779 -2.21606 0.233
H 5.93249 8.33324 -0.57105 0.372
H 4.21756 8.12586 -1.02843 0.357
H 4.51500 7.95424 1.22085 0.453
H 4.02202 7.09085 3.48441 0.491
H 5.04495 3.13885 2.22656 0.534
H 5.56908 3.99635 -0.02620 0.496
H 4.52697 1.18128 4.58849 0.480
H 3.75303 -0.69682 3.12215 0.632
H -0.70796 3.12534 0.25845 0.620
H -0.10797 5.09473 1.65953 0.502
H 1.69656 4.87754 3.33357 0.687
Br 0.76238 -3.43243 -3.19179 -0.096
C 1.97127 -2.28401 -4.07495 0.438
C 2.13008 -2.45890 -5.44140 -0.497
C 3.02682 -1.66727 -6.14400 -0.612
C 3.77018 -0.69852 -5.49000 -0.701
C 3.60764 -0.50724 -4.12619 -0.642
C 2.70639 -1.30075 -3.43177 0.475
I 2.61561 -0.93193 -1.39192 0.338
H 1.55520 -3.22132 -5.94885 0.423
H 3.14768 -1.81953 -7.20849 0.403
H 4.48088 -0.09007 -6.03341 0.402
H 4.17965 0.25341 -3.61183 0.391
Se -0.43891 0.61859 -4.37173 -0.004
C -0.40331 0.75701 -2.65885 0.288
N -0.39367 0.84156 -1.46374 -0.379
```

Summary:
Energy above the lowest of the compared OMol25 structures with the same formula, charge and spin, kcal per mole: 9.7
Total charge: +2
Total energy, Ha: -8483.5070
Gap between HOMO and LUMO, eV: 6.01
E_LUMO, eV: -6.276

***

# 5
This record from the OMol25 dataset describes a gas-phase ion, C3H10N3 (charge +1) in a non-equilibrium geometry. The level of theory is ωB97M-V with the def2-TZVPD basis set.

The geometry in XYZ format:
```
16
Properties=species:S:1:pos:R:3:mulliken_charge:R:1
C 0.90467 0.13841 -0.19096 0.796
C 2.05000 -0.79194 0.08189 -1.429
C -2.47215 -0.11720 0.58479 -0.701
N -0.31687 -0.36504 -0.26631 0.010
N 1.35221 1.32314 -0.47907 -0.355
N -1.61509 0.13564 -0.62528 -0.329
H 2.61859 -0.38543 0.93077 0.346
H 2.66283 -0.83086 -0.80382 0.355
H 1.75153 -1.78816 0.28463 0.359
H -1.90481 -0.33740 1.56456 0.287
H -3.27900 0.74066 0.78426 0.319
H -2.98394 -1.07949 0.47685 0.315
H -0.23986 -1.34044 -0.32764 0.261
H 2.33781 1.43851 -0.18696 0.226
H 0.88454 2.09453 -0.90208 0.187
H -1.75046 1.16505 -0.92563 0.354
```

Summary:
Energy above the lowest of the compared OMol25 structures with the same formula, charge and spin, kcal per mole: 34.9
Total charge: +1
Total energy, Ha: -284.0939
Multiplicity: 3
Gap between HOMO and LUMO (spin up / spin down), eV: 6.17 / 7.22
E_LUMO (spin up / spin down), eV: -3.253 / -7.907

***

What is the energy above the lowest of the compared OMol25 structures with the same formula, charge and spin in the fourth record?
9.7 kcal per mole